C19H21N3O3S | ωB97M-V/def2-TZVPD

```
47
Properties=species:S:1:pos:R:3:forces:R:3:mulliken_charge:R:1
S -1.8033 1.6327 -0.5211 -0.169 -0.479 -0.139 1.4874
O -1.0857 2.7372 -1.0960 0.218 -0.276 0.000 -0.6359
O 0.9845 -3.4673 3.1356 -0.238 -0.071 0.085 -0.6788
O -2.9112 1.9017 0.3452 -0.097 -0.262 0.039 -0.7830
N -3.8199 2.8112 -5.1572 -0.506 -0.012 -0.199 -0.6142
N 2.1770 -1.8793 2.0520 -0.110 0.023 0.021 0.2233
N -2.3837 0.6005 -1.7141 0.076 0.405 0.823 -0.2101
C 4.0149 -2.7761 4.5208 0.217 0.293 0.073 -0.8594
C 3.3688 -3.5580 3.3523 -0.263 -0.159 -0.188 0.2816
C 2.0601 -2.9893 2.8450 0.381 -0.098 -0.050 0.3150
C 1.1152 -1.1555 1.5152 -0.306 0.427 -0.300 0.1431
C 3.2127 -4.7777 4.2754 -0.144 -0.245 -0.078 -0.9584
C -2.0987 1.7849 -3.8477 0.063 0.141 -0.198 0.8015
C -1.6833 0.6240 -2.9850 0.139 0.028 -0.246 -1.2706
C -3.3612 1.8072 -4.4340 0.349 -0.164 0.158 -0.3796
C -0.6388 0.5543 0.2877 -0.278 0.509 -0.320 0.0275
C -3.0353 3.8609 -5.3328 0.195 0.214 -0.023 -0.2849
C 4.0088 -4.0551 5.3713 0.108 -0.094 0.265 -0.5186
C 3.4485 -1.2870 1.6408 0.596 -0.077 -0.001 -0.6728
C -1.1207 -0.5125 1.0203 0.038 -0.027 0.073 -0.7080
C -1.7580 3.9500 -4.8013 0.017 -0.097 0.022 -0.5332
C 0.7193 0.7930 0.1517 0.048 -0.011 0.036 -0.5475
C -0.2472 -1.3876 1.6477 -0.189 -0.078 0.061 -1.2506
C -1.2826 2.8914 -4.0450 -0.191 -0.044 -0.135 -0.0949
C 1.5933 -0.0700 0.7731 -0.164 -0.227 0.121 0.7208
C 3.0918 -0.0429 0.8089 0.008 0.076 -0.012 -0.6910
H 4.0161 -2.0096 1.0461 0.003 0.099 0.087 0.3219
H -0.6069 -2.2219 2.2252 -0.022 0.010 -0.006 0.5182
H -3.3848 0.6928 -1.8019 -0.197 0.117 0.171 0.3376
H -1.1523 4.8268 -4.9694 0.031 0.086 -0.025 0.3753
H -3.4552 4.6616 -5.9273 0.059 0.118 -0.035 0.3522
H 3.6494 -5.7015 3.9040 -0.019 -0.043 -0.025 0.2998
H 1.0526 1.6461 -0.4174 0.113 0.109 -0.067 0.5830
H 3.5147 -0.0910 -0.1952 0.046 0.000 0.044 0.3504
H 4.0518 -3.7286 2.5192 0.008 0.041 -0.001 0.4811
H 5.0006 -2.3613 4.3161 -0.021 0.087 -0.002 0.3465
H 5.0021 -4.4691 5.5304 0.033 0.009 0.042 0.2419
H 3.4523 0.8737 1.2779 0.050 -0.030 -0.015 0.3275
H -0.3013 2.9273 -3.5975 0.083 0.009 0.050 0.3621
H -0.6198 0.6852 -2.7472 0.031 -0.131 -0.245 0.3796
H -1.8816 -0.3246 -3.4963 0.120 0.102 0.102 0.4765
H 2.1701 -4.9526 4.5320 0.016 -0.013 -0.036 0.2996
H 3.3714 -1.9917 4.9159 -0.009 0.085 -0.009 0.3300
H 3.5057 -3.9696 6.3312 0.035 -0.019 0.063 0.2828
H 4.0396 -1.0256 2.5207 0.014 -0.042 -0.100 0.2239
H -2.1875 -0.6402 1.1012 -0.146 -0.130 0.066 0.4163
H -4.0385 0.9684 -4.3197 -0.028 -0.159 0.052 0.3856
```
Positions in Å, forces in eV/Å.

Values from the calculation:
Net charge ... 0
Relative energy (zero: lowest compared OMol25 entry of this formula, charge and spin) ... 3.102 eV
Orbital gap ... 9.09 eV

---

C19H21N3O4S | ωB97M-V/def2-TZVPD

```
48
Properties=species:S:1:pos:R:3:forces:R:3:mulliken_charge:R:1
S 0.1129 0.2650 2.8863 -0.052 -0.225 0.049 1.5109
O 0.1613 1.6953 2.7061 -0.109 0.097 0.085 -0.8121
O 1.0579 -0.3208 3.7886 -0.003 -0.190 -0.089 -0.7302
O -3.8115 0.4474 1.3004 -0.216 -0.304 -0.091 -0.6445
O 2.7323 -2.5116 -4.1089 0.100 -0.058 -0.226 -0.6526
N -1.4069 -0.0994 3.4222 0.880 0.224 -0.520 0.1161
N 1.3253 -2.1523 -2.3984 -0.476 -0.296 -0.138 -0.0352
N -2.1624 1.9965 1.1835 0.269 0.362 -0.213 0.0191
C -1.5236 1.3197 -2.3465 -0.023 0.107 0.094 -0.6453
C -0.5074 0.9599 -3.2138 0.046 -0.011 -0.122 -0.8242
C 0.8139 1.1611 -2.8553 0.001 0.003 -0.108 -0.4459
C -1.2336 1.8901 -1.1139 -0.078 0.005 -0.083 0.9011
C -2.3573 2.3338 -0.2094 -0.207 0.081 -0.120 -1.3977
C 1.7024 -0.7367 0.9506 0.079 -0.084 -0.096 -1.4517
C 3.4385 -1.5947 -0.6878 -0.017 0.029 -0.045 -1.1326
C -2.4796 0.8602 3.2756 -0.080 0.486 -0.180 -1.1094
C -2.8996 1.0683 1.8148 -0.094 0.164 0.501 0.6643
C 0.0958 2.0812 -0.7563 -0.082 0.017 -0.086 -0.1369
C 2.0302 -1.2917 -0.2713 -0.106 0.032 0.076 0.8202
C -0.3285 -1.4376 -0.7960 0.166 -0.039 0.056 -1.5219
C 1.0004 -1.6235 -1.1607 -0.065 0.224 0.589 0.7715
C -0.6411 -0.8804 0.4313 -0.022 -0.094 -0.005 0.0762
C -1.7301 -1.4965 3.5568 -0.041 -0.504 0.043 -0.9062
C 0.3779 -0.5227 1.2915 -0.193 0.181 0.728 0.4033
C 2.5516 -2.0695 -2.9989 0.261 0.138 -0.001 0.3572
C 1.1117 1.7145 -1.6215 0.057 0.065 0.032 -0.5981
C 3.6053 -1.3507 -2.1843 0.150 -0.107 0.053 -0.5070
H -0.7879 -2.0365 3.6192 -0.111 -0.239 0.066 0.3318
H -3.2961 1.8665 -0.5182 0.121 0.143 0.008 0.5128
H -2.1364 1.8058 3.7001 -0.200 -0.040 0.012 0.3261
H 3.5006 -0.2834 -2.3988 -0.001 0.020 -0.032 0.2053
H -2.5540 1.1637 -2.6313 -0.133 -0.029 -0.015 0.3799
H -2.4666 3.4233 -0.2884 -0.071 -0.148 -0.011 0.3082
H 0.5749 -2.5268 -2.9653 0.189 0.040 -0.019 0.2352
H -1.1166 -1.7162 -1.4785 -0.107 0.003 -0.088 0.3417
H 4.5881 -1.6675 -2.5335 -0.118 0.020 -0.082 0.3732
H 2.1396 1.8755 -1.3311 0.112 0.011 0.026 0.4612
H -1.3253 2.3289 1.6495 -0.236 -0.028 0.006 0.3106
H -2.2918 -1.6578 4.4790 0.050 -0.004 -0.022 0.3378
H 4.1438 -0.9863 -0.1215 0.007 -0.051 0.015 0.4179
H 0.3454 2.5145 0.2008 0.054 0.037 0.125 0.4729
H -1.6737 -0.7305 0.6953 -0.205 0.001 0.002 0.3333
H -2.3158 -1.8737 2.7130 0.030 0.012 0.034 0.3245
H -0.7459 0.5258 -4.1738 -0.025 -0.042 -0.095 0.4392
H 1.6033 0.8912 -3.5416 0.086 -0.033 -0.058 0.5259
H -3.3400 0.4952 3.8407 0.124 0.025 -0.093 0.4701
H 2.4658 -0.4710 1.6647 0.225 -0.022 0.027 0.4498
H 3.6525 -2.6455 -0.4652 0.062 0.019 0.009 0.3544
```
Positions in Å, forces in eV/Å.

Values from the calculation:
Net charge ... 0
Relative energy (zero: lowest compared OMol25 entry of this formula, charge and spin) ... 0.640 eV
Orbital gap ... 9.48 eV

---

C19H21NO3 | ωB97M-V/def2-TZVPD

```
44
Properties=species:S:1:pos:R:3:forces:R:3:mulliken_charge:R:1
O 1.3287 0.6457 -0.3449 0.572 -0.222 0.224 -0.1126
O 3.1565 -1.2056 0.5636 -0.180 0.403 0.242 -0.4759
O -1.0555 -3.0044 -0.9722 -0.118 -0.056 -0.261 -0.6971
N 0.3633 -2.0672 0.5166 0.154 0.053 0.251 -0.0948
C 3.0960 2.3203 -0.4952 -0.235 -0.031 -0.047 -0.7369
C 1.4949 -2.8777 0.1418 0.340 0.109 -0.171 -0.9303
C 0.3798 1.5851 -0.7878 -0.254 0.238 -0.109 -0.6660
C 5.3214 1.6999 0.1558 0.042 0.104 -0.037 -0.6114
C -4.7536 0.8088 -1.3477 -0.075 0.032 -0.124 -0.9016
C 4.4301 2.6458 -0.3089 0.113 0.017 0.030 -0.6870
C -5.6747 1.5323 -0.3522 -0.042 0.071 -0.037 -0.6451
C 2.5981 -2.0128 -0.4667 -0.178 -0.519 -0.315 -0.4209
C -2.7448 -0.7283 -0.7567 0.166 -0.102 0.133 -0.6911
C -2.7756 0.5058 1.7497 0.023 0.032 -0.010 -1.2013
C -4.7754 1.8973 0.8401 -0.091 0.114 0.053 -0.8936
C -1.8365 -0.4745 1.4642 0.067 -0.040 -0.062 -0.1663
C 3.5489 0.0680 0.2267 0.063 0.004 -0.066 0.3511
C -3.6729 0.2484 -0.4710 0.042 0.027 0.176 0.6400
C -1.8083 -1.0870 0.2149 -0.322 0.116 -0.118 0.3206
C -0.8153 -2.1398 -0.1490 0.179 -0.048 0.264 0.2282
C 4.8769 0.4148 0.4161 -0.249 -0.127 -0.022 -0.2728
C 2.6343 1.0404 -0.2226 -0.073 -0.203 0.047 0.7467
C -3.6864 0.8684 0.7772 0.035 -0.122 -0.080 0.5786
H 2.4156 3.0808 -0.8440 -0.097 0.030 -0.030 0.3827
H 0.3002 2.4290 -0.0953 0.016 -0.015 -0.034 0.3736
H -5.2736 0.0374 -1.9147 0.011 0.022 -0.074 0.3401
H 2.1850 -1.3961 -1.2695 0.053 -0.049 0.082 0.3008
H -4.3443 2.8950 0.7135 -0.030 0.039 0.040 0.2664
H 5.5517 -0.3447 0.7790 0.046 -0.115 0.035 0.4409
H -5.3122 1.8840 1.7886 0.014 0.071 0.025 0.3641
H -2.7967 0.9714 2.7244 0.002 0.025 0.107 0.4322
H 1.1442 -3.6140 -0.5847 0.108 0.048 0.110 0.4705
H -0.5701 1.0528 -0.8160 0.041 0.098 -0.007 -0.1355
H 0.5931 -1.2220 1.0167 -0.146 0.015 -0.107 0.3320
H 0.6192 1.9549 -1.7896 0.012 -0.001 0.037 0.4265
H -1.1434 -0.7802 2.2340 0.075 -0.043 0.063 0.5394
H -2.7221 -1.2311 -1.7121 0.012 -0.083 -0.088 0.4652
H -4.3183 1.5140 -2.0619 -0.035 -0.006 -0.058 0.2514
H 1.8907 -3.3873 1.0257 0.009 -0.062 -0.125 0.3091
H 4.7626 3.6498 -0.5249 0.027 0.084 -0.014 0.3813
H 6.3588 1.9533 0.3095 0.095 0.021 0.015 0.3749
H -6.1556 2.4052 -0.7909 -0.076 -0.025 0.012 0.3186
H 3.3906 -2.6512 -0.8811 -0.090 0.087 0.055 0.4046
H -6.4547 0.8465 -0.0185 -0.023 0.006 -0.003 0.3006
```
Positions in Å, forces in eV/Å.

Values from the calculation:
Net charge ... 0
Relative energy (zero: lowest compared OMol25 entry of this formula, charge and spin) ... 1.046 eV
Orbital gap ... 9.22 eV